Computed, not measured: a structure of composition C7H7NO, with ωB97M-V with the def2-TZVPD basis set.

Cartesian coordinates (Å):
C -1.56947 -2.64810 0.03803
C -1.55901 -0.17507 0.55576
C -1.18123 -1.37135 0.27911
C 0.70474 -1.03056 -0.35040
C -0.68592 0.96530 0.33441
C 0.63089 0.47195 -0.48433
C 1.75817 1.33908 0.03195
N -1.83702 -3.68947 -0.36803
O 1.50909 -1.81951 -0.74259
H -2.49735 -0.10454 0.99388
H -1.14924 1.65952 -0.35950
H -0.42414 1.41443 1.31487
H 0.55618 0.60087 -1.55749
H 1.79986 1.09103 1.11412
H 1.36387 2.32490 -0.38461
H 2.58058 0.97149 -0.41518

## Properties
Frontier orbital gap: 9.3328 eV
E_HOMO: -9.1 eV

Computed, not measured: a cluster of 2 separate species, C7H7NO2 in total, with ωB97M-V with the def2-TZVPD basis set.

Cartesian coordinates (Å):
C 1.43905 -2.47656 0.11233
C 1.40949 -1.15645 0.54917
C 0.71402 -2.55150 -1.03525
C 0.84464 -0.34495 -0.47933
C -1.75200 2.68601 -0.10039
C -2.77567 3.62242 0.46234
C -0.97401 1.95283 0.66878
N 0.27397 -1.25708 -1.32664
O -3.53876 4.19658 -0.30413
O -0.73243 1.79169 1.93933
H 1.99181 -3.18961 0.45986
H 1.84364 -0.89662 1.52597
H 0.75371 -3.31218 -1.72729
H -1.86448 2.43923 -1.12848
H -2.70308 3.65186 1.52473
H -0.24606 -1.02174 -2.18786
H -0.24318 0.94035 2.09396

## Properties
Frontier orbital gap (alpha / beta): 8.6243 / 7.1147 eV
E_HOMO (alpha / beta): -8.9 / -8.6 eV

Computed, not measured: an isolated molecule of C7H7NO2, with ωB97M-V with the def2-TZVPD basis set.

Cartesian coordinates (Å):
C 0.14469 3.06763 0.37769
C -0.46837 1.86989 -0.24191
O -1.62226 1.85040 -0.50624
C 0.73327 0.50792 -0.21830
O 1.87783 0.85177 -0.41288
N 0.18930 -0.74553 -0.13961
C 1.06470 -1.84795 -0.00439
C 0.25536 -2.93086 0.02094
C -1.09614 -2.49371 -0.07142
C -1.09809 -1.13013 -0.16151
H 0.95689 3.46016 -0.30564
H 0.78736 2.85223 1.20102
H -0.59717 3.83684 0.70852
H 2.08633 -1.79152 0.08921
H 0.71550 -3.88084 0.07038
H -2.04639 -2.97484 -0.07579
H -1.88282 -0.50145 -0.33007

## Properties
Frontier orbital gap: 9.2921 eV
E_HOMO: -9.1 eV
Structure (SMILES): CC(=O)C(=O)n1cccc1

Computed, not measured: a structure of composition C7H7NO2S4W, with ωB97M-V with the def2-TZVPD basis set.

Cartesian coordinates (Å):
W -1.10195 0.22658 -1.24119
S -5.64244 0.17104 -0.35011
C -4.07524 0.18323 -0.72507
S -2.93752 -1.16887 -0.82077
S -3.05087 1.56182 -1.17070
O -0.74608 0.47808 0.71005
N 0.40443 0.36888 1.37344
C 0.32723 0.40256 2.72157
C 1.47275 0.32576 3.45813
C 2.69673 0.21814 2.78329
C 2.73629 0.18204 1.41522
C 1.54727 0.25011 0.66598
S 1.40663 0.19271 -1.02534
H -0.67436 0.49159 3.11161
H 1.41245 0.34799 4.53510
H 3.61846 0.16112 3.34631
H 3.66773 0.09598 0.87602
C -0.17975 -0.94153 -3.97835
O -0.78119 -0.09649 -3.01602
H -0.42226 -0.55338 -4.96609
H -0.57962 -1.94768 -3.86311
H 0.90133 -0.94966 -3.83998

## Properties
Frontier orbital gap: 6.9548 eV
E_HOMO: -7.7 eV

Computed, not measured: an isolated molecule of C7H7NOS, with ωB97M-V with the def2-TZVPD basis set.

Cartesian coordinates (Å):
C -0.36428 -0.20620 1.31460
C 0.29956 -1.23692 2.23764
C 0.88184 0.09655 -1.98707
C -0.09920 0.13683 -0.02529
C -1.12939 -1.42489 2.04183
C 0.15495 1.37767 -2.02731
C -0.55958 1.40259 -0.70949
N 0.70965 -0.51129 -0.86030
O -0.10981 -3.95501 2.01433
S -0.06422 -2.70645 1.24756
H -0.93980 0.61513 1.83657
H 0.80121 -0.75928 3.07168
H 1.76724 -0.26149 -2.51272
H 0.97079 2.05735 -1.79673
H -0.38721 1.82525 -2.87773
H -1.68354 1.23895 -0.72363
H -0.24821 2.31121 -0.24395

## Properties
Frontier orbital gap (alpha / beta): 6.3145 / 6.3174 eV
E_HOMO (alpha / beta): -7.9 / -7.9 eV

Computed, not measured: an isolated molecule of C7H7NOS2, with ωB97M-V with the def2-TZVPD basis set.

Cartesian coordinates (Å):
C -0.54553 2.05941 -0.61858
C -0.97172 0.70822 -0.19861
N -2.16463 0.26719 -0.43181
C -2.48014 -0.91381 -0.01281
C -1.70942 -1.76569 0.72375
C -0.36619 -1.33641 0.87548
C 0.04628 -0.12431 0.40569
O 1.29279 0.36588 0.64009
C 2.37189 -0.16567 -0.04388
S 2.26323 -1.31256 -1.16801
S 3.88239 0.67346 0.47779
H 0.53470 1.80322 -1.02809
H -0.22236 2.68625 0.32918
H -1.32439 2.56041 -1.26208
H -3.47266 -1.06685 -0.25081
H -2.04772 -2.78371 0.96710
H 0.35058 -1.93651 1.22971
H 4.56291 0.28146 -0.63408

## Properties
Frontier orbital gap: 9.0310 eV
E_HOMO: -9.1 eV
Structure (SMILES): Cc1ncccc1OC(=S)S

Computed, not measured: an isolated molecule of C7H8, with ωB97M-V with the def2-TZVPD basis set.

Cartesian coordinates (Å):
C 2.17731 0.27656 0.36624
C 0.71758 0.04524 -0.03342
C -0.17097 1.17036 -0.21558
C -1.51286 0.91837 -0.04633
C -1.68650 -0.37694 0.39076
C -0.47162 -1.08076 0.24324
C 0.48725 -1.16314 -0.84859
H 2.59152 1.14667 -0.14551
H 2.32736 0.36452 1.44216
H 2.73083 -0.60328 0.06002
H 0.24122 2.00951 -0.74824
H -2.34495 1.56999 -0.25706
H -2.64521 -0.84755 0.53638
H -0.34734 -1.86080 1.00907
H 0.14741 -1.20552 -1.89113

## Properties
Frontier orbital gap: 5.8962 eV
E_HOMO: -7.2 eV

Computed, not measured: an isolated molecule of C7H8, with ωB97M-V with the def2-TZVPD basis set.

Cartesian coordinates (Å):
C 0.74088 0.85169 1.13580
C 0.14119 -0.15737 0.19739
C 0.74410 -0.56297 -1.09176
C -0.40522 0.41121 -1.20005
C -0.26574 1.69658 -1.81949
C -0.66932 -1.18598 0.84658
C -1.25938 -2.08647 1.39419
H 1.33894 0.35691 1.90287
H 1.35332 1.55084 0.57018
H -0.05294 1.41442 1.63617
H -1.40264 0.05099 -1.02540
H 1.72412 -0.13634 -1.29438
H 0.59236 -1.57716 -1.44118
H -1.22346 2.22525 -1.66499
H -1.79750 -2.87689 1.87677

## Properties
Frontier orbital gap (alpha / beta): 7.7827 / 7.7833 eV
E_HOMO (alpha / beta): -8.3 / -8.3 eV

Energy relative to the best compared isomer or geometry (same formula, charge and spin) / kcal/mol: 62.7, 164.8, 38.8, 3.8, 146.4, 16.8, 143.5, 161.0
Strongest force on any atom / eV Å⁻¹: 6.04, 5.60, 4.36, 0.98, 3.56, 3.82, 2.74, 1.19
Calculated total energy / eV: -10906.62034, -12950.45143, -12955.91374, -58124.02123, -21737.93336, -32578.90854, -7382.52437, -7381.76676